Density functional theory data (ωB97M-V/def2-TZVPD) for a cluster of 2 separate species, CH7IN3 in total in a non-equilibrium geometry.

Structure (XYZ):
```
12
Properties=species:S:1:pos:R:3
C -0.668 -0.120 0.800
N 0.514 1.667 -0.244
N 0.194 -1.066 0.458
N 0.241 -1.961 -0.655
I -2.605 0.145 -0.030
H -0.495 0.514 1.759
H 0.232 2.668 -0.030
H 1.329 1.718 0.422
H 0.950 -1.285 1.090
H 0.573 1.775 -1.269
H 0.376 -1.576 -1.599
H -0.642 -2.479 -0.702
```

Properties
LUMO level   -4.65 eV
Net charge   +1
HOMO level   -14.44 eV
Gap between HOMO and LUMO   9.8 eV
Multiplicity   1
Electronic energy   -13712.4468 eV
Energy above the lowest of the compared OMol25 structures with the same formula, charge and spin   348.8 kJ/mol
Largest force on an atom   3.57 eV/A

Results of the natural (NBO) charge analysis, in e, for atoms 1 through 8:
1 C 0.0652
2 N -1.0739
3 N -0.3815
4 N -0.6377
5 I 0.3459
6 H 0.2736
7 H 0.3898
8 H 0.3999


Density functional theory data (ωB97M-V/def2-TZVPD) for a cluster of 2 separate species, C7H4O in total in a non-equilibrium geometry.

Structure (XYZ):
```
12
Properties=species:S:1:pos:R:3
C 1.113 -1.176 -2.788
C 0.587 -0.185 -1.682
C 0.014 0.073 -0.601
C -0.448 0.445 0.574
C -0.590 0.748 1.814
C -0.475 1.438 3.174
C -0.814 2.088 4.164
H -0.326 -2.582 -1.820
H 1.284 -0.694 -3.831
H 2.177 -1.695 -2.280
H -1.012 3.018 5.091
O 0.195 -2.329 -3.136
```

Properties
LUMO level   -0.59 eV
Net charge   0
HOMO level   -9.08 eV
Gap between HOMO and LUMO   8.5 eV
Multiplicity   1
Electronic energy   -9360.1483 eV
Energy above the lowest of the compared OMol25 structures with the same formula, charge and spin   652.2 kJ/mol
Largest force on an atom   9.01 eV/A

Results of the natural (NBO) charge analysis, in e, for atoms 1 through 8:
1 C -0.1492
2 C 0.0019
3 C -0.0219
4 C -0.0966
5 C 0.0413
6 C -0.1215
7 C -0.1752
8 H 0.4449


Density functional theory data (ωB97M-V/def2-TZVPD) for a structure of composition C4H4O5Tb in a non-equilibrium geometry.

Structure (XYZ):
```
14
Properties=species:S:1:pos:R:3
O -2.805 -0.966 -0.036
C -1.759 -1.605 0.171
O -1.582 -2.842 0.161
O -0.580 -0.891 0.335
C 0.234 -0.545 -0.818
H -0.004 -1.234 -1.640
C -0.113 0.870 -1.264
H -1.183 0.966 -1.514
H 0.126 1.615 -0.490
H 0.482 1.133 -2.153
C 1.563 1.479 2.365
O 2.373 0.743 1.946
O 0.805 2.210 2.818
Tb 2.441 -0.932 0.120
```

Properties
LUMO level (alpha / beta)   -5.48 / -6.31 eV
Net charge   +1
HOMO level (alpha / beta)   -12.61 / -11.98 eV
Gap between HOMO and LUMO (alpha / beta)   7.1 / 5.7 eV
Multiplicity   7
Electronic energy   -36873.9564 eV
Expectation value of S²   13.045
Energy above the lowest of the compared OMol25 structures with the same formula, charge and spin   140.5 kJ/mol
Largest force on an atom   1.82 eV/A

Results of the Mulliken charge analysis, in e, for atoms 1 through 8:
1 O -0.3411
2 C 0.6417
3 O -0.4251
4 O -0.1664
5 C -0.8047
6 H 0.4177
7 C -0.9900
8 H 0.3040


Density functional theory data (ωB97M-V/def2-TZVPD) for a cluster of 2 separate species, C2H2ClNO3 in total.

Structure (XYZ):
```
9
Properties=species:S:1:pos:R:3
C -3.405 -1.018 -0.053
C -2.101 -0.210 0.148
N -2.232 1.050 -0.037
O -4.373 -0.298 -0.368
O -1.403 2.005 0.040
O -3.339 -2.237 0.116
Cl 21.239 0.097 0.028
H -1.158 -0.657 0.422
H -3.228 1.268 -0.296
```

Properties
LUMO level   5.06 eV
Net charge   -2
HOMO level   -2.73 eV
Gap between HOMO and LUMO   7.8 eV
Multiplicity   1
Electronic energy   -22262.7089 eV
Energy above the lowest of the compared OMol25 structures with the same formula, charge and spin   0.0 kJ/mol
Largest force on an atom   0.78 eV/A

Results of the natural (NBO) charge analysis, in e, for atoms 1 through 8:
1 C 0.7226
2 C -0.1265
3 N -0.0354
4 O -0.7899
5 O -0.6049
6 O -0.7402
7 Cl -1.0000
8 H 0.1846


Density functional theory data (ωB97M-V/def2-TZVPD) for a cluster of 2 separate species, C3H4Cl2O6S2 in total in a non-equilibrium geometry.

Structure (XYZ):
```
17
Properties=species:S:1:pos:R:3
C 1.506 -0.079 0.251
C 0.503 0.906 -0.210
C -1.334 -0.599 0.091
O 1.548 2.655 -1.992
O 0.069 -2.373 1.559
O 0.735 0.584 -2.918
O -0.819 2.268 -1.990
O -0.773 -0.454 2.768
O -2.379 -2.034 2.050
S 0.470 1.680 -1.968
S -1.048 -1.435 1.738
Cl -1.293 -1.840 -1.029
Cl -2.806 0.288 -0.010
H 0.987 -0.856 0.919
H 2.395 0.320 0.828
H 1.927 -0.631 -0.736
H 0.311 1.601 0.648
```

Properties
LUMO level (alpha / beta)   5.75 / 5.75 eV
Net charge   -2
HOMO level (alpha / beta)   -1.56 / -1.56 eV
Gap between HOMO and LUMO (alpha / beta)   7.3 / 7.3 eV
Multiplicity   1
Electronic energy   -62174.3681 eV
Energy above the lowest of the compared OMol25 structures with the same formula, charge and spin   258.6 kJ/mol
Largest force on an atom   3.56 eV/A

Results of the natural (NBO) charge analysis, in e, for atoms 1 through 8:
1 C -0.7440
2 C -0.2908
3 C -0.4693
4 O -1.0359
5 O -1.0021
6 O -1.0252
7 O -1.0173
8 O -1.0314


Density functional theory data (ωB97M-V/def2-TZVPD) for a cluster of 2 separate species, C4H9NO2 in total in a non-equilibrium geometry.

Structure (XYZ):
```
16
Properties=species:S:1:pos:R:3
C -0.538 1.425 -0.523
C 0.389 0.876 0.282
C 0.204 0.949 1.794
N 1.477 0.117 -0.136
H -0.507 1.430 -1.605
H -1.349 1.935 -0.024
H -0.813 0.635 2.037
H 0.879 0.298 2.350
H 0.374 1.974 2.117
H 2.127 -0.114 0.595
H 1.891 0.344 -1.025
O -0.501 -3.260 -1.943
C -0.796 -2.383 -1.190
O -1.324 -1.203 -1.593
H -0.654 -2.487 -0.109
H -0.861 -0.537 -1.028
```

Properties
LUMO level   0.67 eV
Net charge   0
HOMO level   -8.92 eV
Gap between HOMO and LUMO   9.6 eV
Multiplicity   1
Structure (SMILES)   C=C(C)N.O=CO
Electronic energy   -9878.4451 eV
Energy above the lowest of the compared OMol25 structures with the same formula, charge and spin   155.9 kJ/mol
Largest force on an atom   1.13 eV/A

Results of the natural (NBO) charge analysis, in e, for atoms 1 through 8:
1 C -0.5845
2 C 0.2049
3 C -0.6580
4 N -0.8237
5 H 0.2182
6 H 0.2143
7 H 0.2323
8 H 0.2099


Density functional theory data (ωB97M-V/def2-TZVPD) for a structure of composition C35H42BrF4O3PSSiY in a non-equilibrium geometry.

Structure (XYZ):
```
89
Properties=species:S:1:pos:R:3
Y -1.736 0.704 0.518
C -3.026 2.779 -0.279
C -2.650 2.974 1.076
C -3.419 2.084 1.870
C -4.265 1.349 1.006
C -4.025 1.778 -0.315
H -2.738 3.408 -1.109
H -2.047 3.788 1.453
H -3.477 2.097 2.949
H -5.035 0.657 1.312
H -4.579 1.471 -1.187
F -0.947 -3.352 7.198
C -0.730 -2.488 6.227
C 0.324 -1.594 6.307
F 1.114 -1.590 7.365
C 0.542 -0.703 5.271
F 1.550 0.152 5.417
C -0.250 -0.675 4.125
P 0.197 0.425 2.700
C 0.436 2.038 3.510
C 1.439 2.913 3.097
C 1.548 4.168 3.677
C 0.652 4.563 4.659
C -0.369 3.707 5.047
C -0.485 2.453 4.471
C 1.833 -0.248 2.231
C 1.807 -1.166 1.178
C 2.981 -1.751 0.733
C 4.189 -1.419 1.327
C 4.222 -0.499 2.365
C 3.052 0.093 2.816
C -1.325 -1.565 4.090
Br -2.549 -1.624 2.636
C -1.565 -2.453 5.123
F -2.600 -3.283 5.072
H 2.140 2.618 2.328
H 2.339 4.835 3.358
H 0.748 5.537 5.120
H -1.078 4.018 5.803
H -1.284 1.788 4.780
H 0.864 -1.416 0.702
H 2.956 -2.455 -0.090
H 5.107 -1.873 0.979
H 5.164 -0.235 2.826
H 3.103 0.821 3.610
C 2.252 0.785 -2.234
C 1.039 1.487 -1.636
C 0.460 2.515 -2.604
C 1.423 2.182 -0.333
O 0.022 0.504 -1.260
Si -0.641 -0.726 -2.231
S -2.258 -1.253 -0.956
O -1.130 0.039 -3.553
C -1.466 -0.207 -4.933
C -0.236 -0.764 -5.640
C -1.863 1.146 -5.512
C -2.653 -1.157 -5.010
O 0.495 -1.874 -2.377
C 0.549 -3.329 -2.305
C 1.870 -3.709 -2.957
C 0.527 -3.804 -0.854
C -0.610 -3.944 -3.081
H 2.988 1.521 -2.556
H 1.956 0.188 -3.097
H 2.707 0.123 -1.496
H 1.149 3.354 -2.707
H -0.497 2.888 -2.232
H 0.292 2.071 -3.580
H 2.176 2.945 -0.523
H 1.837 1.454 0.366
H 0.552 2.677 0.118
H 0.564 -0.021 -5.645
H -0.474 -1.026 -6.671
H 0.125 -1.654 -5.123
H -1.027 1.845 -5.497
H -2.683 1.570 -4.931
H -2.193 1.023 -6.544
H -2.409 -2.129 -4.585
H -2.953 -1.297 -6.048
H -3.492 -0.741 -4.452
H 2.691 -3.134 -2.526
H 1.836 -3.507 -4.029
H 2.067 -4.771 -2.807
H 1.430 -3.492 -0.328
H 0.479 -4.893 -0.832
H -0.348 -3.414 -0.341
H -0.599 -3.601 -4.116
H -1.560 -3.669 -2.619
H -0.523 -5.030 -3.075
```

Properties
LUMO level   -2.88 eV
Net charge   +1
HOMO level   -11.21 eV
Gap between HOMO and LUMO   8.3 eV
Multiplicity   1
Electronic energy   -153078.7951 eV
Energy above the lowest of the compared OMol25 structures with the same formula, charge and spin   31.6 kJ/mol
Largest force on an atom   1.15 eV/A

Results of the Mulliken charge analysis, in e, for atoms 1 through 8:
1 Y -0.6900
2 C -0.7410
3 C -0.3652
4 C -0.5307
5 C -0.7704
6 C -0.5660
7 H 0.6667
8 H 0.6297


Density functional theory data (ωB97M-V/def2-TZVPD) for a cluster of 9 separate species, C56H74ClN10O in total.

Structure (XYZ):
```
142
Properties=species:S:1:pos:R:3
C 4.038 -2.499 -0.363
C 2.593 -2.002 -0.224
C 1.587 -3.012 -0.800
C 2.438 -0.602 -0.845
C 1.533 0.338 -0.049
C 2.296 1.269 0.910
C 0.733 1.253 -0.978
O -0.283 0.582 -1.726
C -1.553 0.575 -1.155
C -2.601 0.580 -2.255
C -3.996 0.767 -1.646
N -4.066 0.200 -0.248
C -5.495 0.054 0.280
N -5.671 0.333 1.649
C -3.231 -1.074 -0.105
C -3.815 -2.157 -1.039
C -2.972 -3.428 -1.221
C -2.628 -4.259 0.023
Cl -3.756 -4.070 1.400
C -1.755 -0.655 -0.248
H 4.716 -1.951 0.302
H 4.394 -2.352 -1.391
H 4.123 -3.565 -0.125
H 2.380 -1.908 0.853
H 0.836 -2.521 -1.435
H 2.087 -3.768 -1.418
H 1.040 -3.564 -0.028
H 2.033 -0.711 -1.863
H 3.432 -0.145 -0.951
H 0.843 -0.282 0.540
H 3.277 0.850 1.164
H 1.742 1.461 1.836
H 2.449 2.227 0.401
H 1.427 1.690 -1.709
H 0.300 2.087 -0.407
H -1.680 1.495 -0.547
H -2.547 -0.361 -2.814
H -2.398 1.392 -2.955
H -4.771 0.274 -2.240
H -4.269 1.823 -1.558
H -3.636 0.877 0.381
H -6.113 0.744 -0.305
H -5.785 -0.973 0.061
H -5.029 -0.143 2.267
H -5.653 1.316 1.877
H -3.399 -1.409 0.926
H -4.008 -1.746 -2.035
H -4.786 -2.468 -0.637
H -3.512 -4.064 -1.930
H -2.026 -3.195 -1.715
H -2.655 -5.323 -0.217
H -1.634 -4.038 0.413
H -1.334 -0.447 0.742
H -1.172 -1.478 -0.664
N 1.609 4.692 -0.148
C 2.036 5.633 0.691
C 1.632 6.958 0.620
C 0.741 7.329 -0.373
C 0.284 6.357 -1.251
C 0.743 5.059 -1.090
H 2.741 5.314 1.450
H 2.016 7.681 1.328
H 0.409 8.355 -0.462
H -0.411 6.598 -2.043
H 0.408 4.274 -1.762
N 5.739 0.297 -2.097
C 6.712 -0.604 -1.995
C 7.783 -0.683 -2.872
C 7.840 0.219 -3.922
C 6.830 1.160 -4.044
C 5.806 1.160 -3.108
H 6.632 -1.294 -1.162
H 8.550 -1.432 -2.729
H 8.658 0.192 -4.630
H 6.833 1.886 -4.846
H 5.005 1.889 -3.171
N -3.265 0.201 7.307
C -4.041 -0.878 7.263
C -4.262 -1.617 6.108
C -3.642 -1.204 4.942
C -2.828 -0.083 4.975
C -2.672 0.585 6.183
H -4.508 -1.169 8.197
H -4.904 -2.487 6.128
H -3.778 -1.776 4.029
H -2.308 0.272 4.093
H -2.039 1.462 6.249
N 8.851 -1.292 2.586
C 9.408 -0.358 3.351
C 9.162 1.000 3.204
C 8.293 1.415 2.206
C 7.705 0.449 1.403
C 8.017 -0.883 1.635
H 10.083 -0.712 4.122
H 9.638 1.718 3.859
H 8.084 2.469 2.068
H 7.018 0.719 0.611
H 7.573 -1.665 1.026
N -7.946 -4.964 3.811
C -7.057 -4.036 3.472
C -7.196 -2.690 3.783
C -8.321 -2.286 4.487
C -9.253 -3.245 4.847
C -9.020 -4.566 4.486
H -6.188 -4.388 2.928
H -6.443 -1.973 3.484
H -8.465 -1.246 4.752
H -10.145 -2.981 5.397
H -9.731 -5.339 4.753
N -7.794 3.280 -3.763
C -9.070 3.294 -4.134
C -9.968 2.279 -3.829
C -9.522 1.195 -3.093
C -8.194 1.176 -2.693
C -7.378 2.232 -3.060
H -9.392 4.156 -4.707
H -10.994 2.344 -4.163
H -10.193 0.387 -2.833
H -7.800 0.344 -2.122
H -6.327 2.241 -2.785
N -1.178 -5.184 -3.434
C -1.970 -6.248 -3.557
C -2.171 -6.926 -4.750
C -1.514 -6.475 -5.883
C -0.687 -5.369 -5.772
C -0.551 -4.763 -4.532
H -2.466 -6.586 -2.652
H -2.822 -7.788 -4.783
H -1.642 -6.977 -6.833
H -0.150 -4.982 -6.627
H 0.095 -3.902 -4.413
N 9.422 4.672 2.134
C 10.539 4.123 1.664
C 11.483 4.817 0.923
C 11.255 6.156 0.649
C 10.094 6.740 1.131
C 9.214 5.959 1.865
H 10.687 3.072 1.890
H 12.374 4.315 0.571
H 11.967 6.733 0.075
H 9.871 7.782 0.947
H 8.301 6.388 2.261
```

Properties
LUMO level   -2.47 eV
Net charge   +1
HOMO level   -10.64 eV
Gap between HOMO and LUMO   8.2 eV
Multiplicity   1
Electronic energy   -88736.1629 eV
Energy above the lowest of the compared OMol25 structures with the same formula, charge and spin   0.0 kJ/mol
Largest force on an atom   0.68 eV/A

Results of the Mulliken charge analysis, in e, for atoms 1 through 8:
1 C -1.8372
2 C 0.9693
3 C -1.1780
4 C -1.4228
5 C 1.9612
6 C -1.8191
7 C -1.2834
8 O -0.4054